No. 1
This record from OMol25 describes a structure of composition C5H11N3O. The level of theory is the ωB97M-V functional and the def2-TZVPD basis.

Structure (XYZ):
```
20
Properties=species:S:1:pos:R:3:mulliken_charge:R:1
C 2.51 -0.53 -1.10 -1.022
C -0.74 2.02 -0.55 -1.264
N -2.06 -0.15 0.99 -0.585
C -0.54 -0.59 -0.27 -0.044
C 1.41 0.43 -1.44 0.609
C -0.26 0.64 -0.43 0.630
N -1.43 -0.37 2.26 -0.444
N -0.12 -1.79 0.18 -0.385
O 1.58 1.32 -2.24 -0.509
H -2.62 -0.97 0.75 0.221
H -1.79 -1.11 2.86 0.193
H -1.54 0.43 2.88 0.205
H 0.21 -1.66 1.16 0.295
H -0.58 -2.58 -0.25 0.228
H 2.37 -1.23 -0.27 0.291
H 2.83 -1.09 -1.99 0.280
H 3.36 0.07 -0.77 0.308
H -1.82 2.10 -0.38 0.346
H -0.22 2.67 0.16 0.287
H -0.55 2.39 -1.56 0.359
```

Results
net charge: 0
Kohn-Sham gap (alpha / beta): 7.4 / 7.4 eV
ΔE to the lowest compared entry with this formula, charge and spin: 635.8 kJ/mol
electronic energy: -11875.182 eV

No. 2
This record from OMol25 describes a cluster of 2 separate species, C5H11N3O in total. The level of theory is the ωB97M-V functional and the def2-TZVPD basis.

Structure (XYZ):
```
20
Properties=species:S:1:pos:R:3:mulliken_charge:R:1
C -0.28 -1.58 -1.24 -0.922
C 0.49 -0.72 -0.57 0.644
N 1.58 -0.05 -1.12 -0.510
O 0.71 -0.73 0.93 -0.362
C 0.08 -1.74 1.67 -0.846
H -0.15 -1.75 -2.29 0.233
H -1.13 -2.08 -0.80 0.349
H 1.78 -0.29 -2.08 0.205
H 2.38 -0.03 -0.50 0.225
H 0.62 -1.83 2.61 0.253
H -0.98 -1.51 1.82 0.310
H 0.14 -2.72 1.18 0.383
C -0.01 2.38 0.52 -0.924
N -0.61 1.50 -0.49 -0.201
C -1.87 1.10 -0.29 0.424
N -3.01 0.95 -0.34 -0.560
H 0.88 2.85 0.12 0.324
H 0.26 1.80 1.40 0.255
H -0.74 3.12 0.83 0.340
H -0.14 1.33 -1.37 0.379
```

Results
net charge: 0
structure (SMILES): C=C(N)OC.CNC#N
Kohn-Sham gap: 9.4 eV
ΔE to the lowest compared entry with this formula, charge and spin: 300.1 kJ/mol
electronic energy: -11878.660 eV

No. 3
This record from OMol25 describes a cluster of 2 separate species, C5H11N3O2 in total. The level of theory is the ωB97M-V functional and the def2-TZVPD basis.

Structure (XYZ):
```
21
Properties=species:S:1:pos:R:3:mulliken_charge:R:1
C 2.53 -2.09 -0.38 -0.812
N 2.01 -0.75 -0.50 -0.243
C 0.71 -0.49 -0.28 0.526
O -0.15 -1.38 -0.28 -0.627
N 0.30 0.81 -0.40 -0.172
C -0.89 1.25 0.30 0.544
C -0.60 2.45 1.21 -1.425
C -2.02 1.52 -0.63 -0.042
N -2.64 1.25 -1.59 -0.485
H 2.42 -2.49 0.64 0.257
H 2.03 -2.78 -1.08 0.269
H 3.60 -2.07 -0.62 0.317
H 2.63 0.00 -0.78 0.233
H 0.80 1.45 -1.01 0.283
H -1.23 0.43 0.95 0.292
H 0.19 2.15 1.92 0.362
H -0.27 3.31 0.62 0.348
H -1.50 2.74 1.77 0.372
O -2.88 -1.97 -0.09 -0.624
H -2.89 -1.95 0.87 0.283
H -2.15 -1.39 -0.63 0.343
```

Results
net charge: 0
structure (SMILES): CNC(=O)N[C@@H](C)C#N.O
Kohn-Sham gap: 10.3 eV
ΔE to the lowest compared entry with this formula, charge and spin: 174.9 kJ/mol
electronic energy: -13927.865 eV

No. 4
This record from OMol25 describes an isolated molecule of C5H11N3O2S. The level of theory is the ωB97M-V functional and the def2-TZVPD basis.

Structure (XYZ):
```
22
Properties=species:S:1:pos:R:3:mulliken_charge:R:1
C -1.61 -0.46 -1.07 -1.698
C -1.52 -0.11 0.42 0.796
C -1.19 -1.39 1.22 -1.559
C -0.54 1.01 0.72 -0.255
C -1.03 2.26 0.40 0.124
N -1.29 3.30 -0.02 -0.497
N 0.90 1.19 -0.40 -0.522
S 1.89 -0.20 -0.14 1.149
N 3.42 0.01 -0.74 -0.477
O 2.01 -0.28 1.26 -0.631
O 1.29 -1.34 -0.79 -0.634
H -0.81 -0.90 -1.63 0.273
H -1.64 0.46 -1.60 0.494
H -2.45 -1.07 -1.24 0.475
H -2.43 0.23 0.88 0.484
H -0.19 -1.80 0.78 0.244
H -1.16 -1.16 2.28 0.404
H -1.94 -2.07 1.14 0.545
H -0.17 0.80 1.75 0.513
H 0.60 1.20 -1.30 0.330
H 4.22 0.36 -0.19 0.228
H 3.64 -0.06 -1.72 0.211
```

Results
net charge: 0
structure (SMILES): CC(C)[C@H](C#N)NS(N)(=O)=O
Kohn-Sham gap: 10.6 eV
ΔE to the lowest compared entry with this formula, charge and spin: 177.9 kJ/mol
electronic energy: -24760.979 eV